DFT (ωB97M-V/def2-TZVPD) results for a cluster of 2 separate species, C6H10NO in total.

Positions of all 18 atoms, in Å:
C (3.0564, 0.5751, 0.1294)
C (2.3956, -0.4889, 0.0551)
C (3.9550, 1.5694, 0.0361)
C (-3.4908, 0.5246, 0.1894)
C (1.6589, -1.5381, -0.2157)
C (-2.3331, 0.2864, -0.3408)
N (0.2339, -1.5132, -0.5919)
O (-1.1048, 0.5235, 0.2121)
H (5.0248, 1.4068, 0.0249)
H (3.5519, 2.5250, -0.1593)
H (-3.6761, 1.0288, 1.2195)
H (-4.2325, 0.4445, -0.5365)
H (2.0637, -2.4604, -0.2132)
H (-2.2406, -0.2566, -1.3078)
H (-0.3660, -2.2773, -0.2236)
H (0.1100, -1.5540, -1.6405)
H (-0.1899, -0.5229, -0.2062)
H (-1.1338, 0.9873, 1.0633)

Forces on the atoms, in the same order (eV/Å):
2.8 1.9 0.0
-1.6 -0.5 -0.5
-1.7 -2.2 -0.1
-0.3 1.8 2.6
-0.8 1.8 0.2
0.8 -1.0 -1.0
-0.8 1.5 -0.7
0.8 0.3 0.5
-0.1 -0.1 0.3
-0.1 1.1 0.0
0.3 -1.0 -2.1
-1.8 -0.4 -0.4
1.2 -3.0 0.0
0.0 0.8 0.7
0.8 0.4 0.1
0.3 0.1 1.3
0.2 -1.6 -0.6
-0.2 -0.1 -0.2

Computed properties:
HOMO-LUMO gap ... 9.3 eV
F_max ... 0.0647 hartree/bohr
Net charge ... +1
E_LUMO ... -3.8680 eV
Relative energy (zero: lowest compared OMol25 entry of this formula, charge and spin) ... 84.18 kcal per mole
HOMO energy ... -13.18 eV
2S+1 ... 1
Total energy ... -364.21309 hartree